(1)
Here is a molecular structure, C27H30N3O2ReSi2 at a distorted geometry from the Open Molecules 2025 dataset. Energies are from ωB97M-V/def2-TZVPD.

relative energy (zero: lowest compared OMol25 entry of this formula, charge and spin): 0.00 kJ/mol
HOMO energy (spin up / spin down): -10.65 / -10.25 eV
expectation value of S²: 0.769
E: -2018.74964 hartree
orbital gap (spin up / spin down): 6.274 / 5.968 eV
LUMO (spin up / spin down): -0.161 / -0.157 Eh
multiplicity: 2
maximum force: 2.22 eV/Å
total charge: +1

Last column: Mulliken spin population.
Element x y z (Å)
Re1 -0.0026 0.6232 0.2780  1.13
C1 -0.3951 -0.8635 4.4174  -0.01
C2 0.9009 -0.7717 4.8795  0.01
C3 1.8963 -0.3334 4.0119  -0.01
C4 1.5698 -0.0063 2.7171  0.04
N1 0.2904 -0.0961 2.2677  0.01
C5 -0.6611 -0.5116 3.1046  0.03
C6 2.5627 0.5457 1.7466  -0.02
C7 3.9238 0.6428 1.9236  0.00
C8 4.6795 1.2533 0.9259  -0.01
C9 4.0642 1.8032 -0.1852  0.00
C10 2.6881 1.6802 -0.3088  -0.04
N2 1.9980 1.0053 0.6195  0.01
C11 1.8429 2.2204 -1.3949  0.04
C12 2.2981 3.1609 -2.3007  0.00
C13 1.4409 3.6424 -3.2738  0.00
C14 0.1518 3.1432 -3.3273  0.00
C15 -0.2543 2.2175 -2.3853  0.01
N3 0.5565 1.7769 -1.4134  -0.02
H1 -1.2003 -1.1947 5.0568  0.00
H2 1.1413 -1.0241 5.9034  0.00
H3 2.9172 -0.2354 4.3527  0.00
H4 -1.6611 -0.5558 2.6974  0.00
H5 4.4027 0.2582 2.8123  0.00
H6 5.7552 1.3094 1.0260  0.00
H7 4.6453 2.3073 -0.9439  0.00
H8 3.3138 3.5242 -2.2330  0.00
H9 1.7749 4.3932 -3.9767  0.00
H10 -0.5506 3.4686 -4.0814  0.00
H11 -1.2533 1.8069 -2.3817  -0.02
C16 -3.5967 -0.3396 1.0246  0.01
Si1 -2.2122 -0.5077 -0.2642  -0.06
C17 -2.9991 -0.0792 -1.9259  0.02
C18 -1.8666 -2.3546 -0.4377  0.00
C19 -2.8883 -3.3101 -0.3583  0.00
C20 -2.6349 -4.6499 -0.6123  0.00
C21 -1.3532 -5.0584 -0.9642  0.00
C22 -0.3318 -4.1243 -1.0459  0.00
C23 -0.5746 -2.7696 -0.7784  -0.01
Si2 0.7904 -1.4962 -0.8976  -0.09
C24 1.2511 -1.1952 -2.6911  0.00
C25 2.3058 -2.1752 -0.0100  0.00
H12 -4.5702 -0.3716 0.5277  0.00
H13 -3.5491 0.5956 1.5881  0.00
H14 -3.5732 -1.1706 1.7367  0.00
H15 -3.9360 -0.6384 -2.0039  0.00
H16 -2.3644 -0.3848 -2.7633  0.00
H17 -3.2368 0.9824 -2.0247  0.00
H18 -3.8962 -3.0026 -0.0950  0.00
H19 -3.4345 -5.3771 -0.5400  0.00
H20 -1.1545 -6.1023 -1.1735  0.00
H21 0.6639 -4.4586 -1.3238  0.00
H22 1.3747 -2.1556 -3.2005  0.00
H23 2.1921 -0.6439 -2.7859  0.00
H24 0.4707 -0.6408 -3.2171  0.00
H25 2.4284 -3.2257 -0.2879  0.00
H26 2.2026 -2.1458 1.0774  0.00
H27 3.2216 -1.6455 -0.2893  0.00
C26 -3.1010 3.7323 0.2432  0.00
O1 -2.4117 2.5150 -0.1264  -0.01
C27 -1.3445 2.1544 0.5971  -0.02
O2 -0.8768 2.7863 1.5229  -0.02
H28 -4.1139 3.4633 0.5316  0.00
H29 -3.1247 4.3772 -0.6312  0.00
H30 -2.5923 4.2270 1.0645  0.00

(2)
Here is a molecular structure, C32H33AlBr63F5NO at a distorted geometry from the Open Molecules 2025 dataset. Energies are from ωB97M-V/def2-TZVPD.

HOMO energy: -5.65 eV
E: -164273.52186 hartree
orbital gap: 6.248 eV
LUMO: 0.022 Eh
multiplicity: 1
maximum force: 3.68 eV/Å
total charge: -1

Last column: Löwdin charge in e.
Element x y z (Å)
O1 6.4802 -3.1191 2.9946  0.06
C1 6.8903 -3.0969 1.8454  -0.41
C2 5.8683 -3.1256 0.6710  -0.21
C3 4.3483 -3.0653 1.1537  -0.27
Al1 4.0255 -1.1002 1.6900  0.40
C4 2.0415 -0.5466 1.5689  -0.39
F1 1.6770 0.0449 0.3287  -0.19
F2 1.1801 -1.6321 1.7781  -0.02
C5 1.7670 0.5868 2.6458  -0.52
F3 0.5509 1.2387 2.4418  -0.01
F4 2.7106 1.5714 2.4476  0.06
F5 1.8712 0.1534 3.9208  0.11
N1 8.3503 -3.0929 1.6710  0.08
C6 8.7845 -1.6999 1.6196  -0.23
C7 9.6862 -1.1640 2.6641  -0.17
C8 10.1037 0.2547 2.5866  -0.23
C9 9.6369 1.1694 1.5408  -0.13
C10 8.7406 0.6411 0.5013  -0.10
C11 8.3560 -0.7826 0.5593  0.00
H1 5.9754 -2.2499 -0.0309  0.07
H2 6.0880 -4.0347 0.0445  0.11
H3 3.7380 -3.2368 0.2247  0.02
H4 4.1317 -3.7949 1.9696  0.05
H5 4.8310 -0.1408 0.6735  -0.07
H6 4.4905 -0.8832 3.1968  -0.06
H7 8.7191 -3.4697 2.5499  0.09
H8 10.0768 -1.7666 3.4957  0.00
H9 10.8252 0.6730 3.3655  -0.05
H10 9.9093 2.2466 1.4677  0.08
H11 8.3342 1.2857 -0.3311  -0.10
H12 7.6989 -1.1348 -0.2715  0.10
C12 -0.0678 1.6892 -2.5885  -1.59
Br1 -1.4399 0.5380 -3.3290  0.55
Br2 -0.0755 1.6561 -0.6580  0.64
Br3 1.6834 1.2815 -3.3037  0.56
H13 -0.3052 2.7022 -2.8951  -0.10
C13 14.0037 2.5056 3.4793  -1.58
Br4 12.5339 1.4886 2.7222  0.78
Br5 14.0581 2.3537 5.4079  0.56
Br6 15.7023 2.0345 2.6745  0.55
H14 13.8231 3.5501 3.2486  -0.03
C14 -3.5458 4.4838 -1.0702  -1.56
Br7 -5.2210 4.4930 -2.0391  0.55
Br8 -3.2846 2.8329 -0.0975  0.52
Br9 -2.0557 4.8816 -2.2415  0.58
H15 -3.5977 5.2797 -0.3349  -0.02
C15 1.7702 6.8431 -1.5875  -1.56
Br10 1.2427 5.0373 -1.1442  0.53
Br11 0.2704 8.0684 -1.5105  0.57
Br12 3.2502 7.4522 -0.5001  0.55
H16 2.1170 6.8305 -2.6150  -0.02
C16 -7.7692 1.8475 -4.1106  -1.60
Br13 -8.9634 1.8873 -2.5927  0.53
Br14 -7.4329 3.6221 -4.8033  0.56
Br15 -6.1252 0.9071 -3.7070  0.58
H17 -8.2696 1.2905 -4.8951  -0.07
C17 -7.7864 -2.6762 -2.9620  -1.61
Br16 -7.7104 -4.2705 -4.0559  0.57
Br17 -9.6093 -2.1033 -2.6513  0.55
Br18 -6.8081 -2.8917 -1.3069  0.52
H18 -7.2957 -1.8847 -3.5192  -0.07
C18 -6.8443 0.2046 1.8245  -1.59
Br19 -7.1374 1.9186 2.6755  0.58
Br20 -8.0459 -1.1481 2.5088  0.57
Br21 -6.9286 0.3309 -0.1013  0.50
H19 -5.8367 -0.1073 2.0793  -0.02
C19 6.3547 2.7879 -2.7093  -1.58
Br22 6.3122 1.9607 -4.4590  0.56
Br23 4.9469 2.1263 -1.5635  0.58
Br24 8.0904 2.6038 -1.8705  0.70
H20 6.1811 3.8484 -2.8539  -0.03
C20 -9.3715 1.4113 6.0980  -1.62
Br25 -9.9257 -0.3875 6.5436  0.56
Br26 -10.8605 2.6473 6.1206  0.55
Br27 -7.9180 2.0155 7.2219  0.56
H21 -8.9957 1.3850 5.0798  -0.08
C21 1.3593 -4.8237 -1.7913  -1.63
Br28 3.1751 -5.4306 -2.0740  0.57
Br29 0.7378 -5.2226 -0.0049  0.57
Br30 1.1493 -2.9507 -2.2237  0.58
H22 0.7286 -5.3792 -2.4773  -0.08
C22 -2.2877 -4.5150 -3.9940  -1.59
Br31 -3.7412 -3.5144 -3.2028  0.55
Br32 -2.0641 -6.2434 -3.1511  0.56
Br33 -2.4832 -4.6710 -5.9125  0.55
H23 -1.3775 -3.9514 -3.8118  -0.06
C23 2.2250 11.2741 -0.4924  -1.64
Br34 3.2714 10.6655 -1.9988  0.53
Br35 3.3006 11.4403 1.1066  0.56
Br36 1.2730 12.9107 -0.8928  0.56
H24 1.4785 10.5109 -0.2963  -0.08
C24 -3.7901 -3.2344 -9.9496  -1.63
Br37 -3.2636 -1.7821 -8.7862  0.56
Br38 -2.5402 -4.7093 -9.8655  0.55
Br39 -5.6037 -3.8119 -9.6025  0.56
H25 -3.7657 -2.8544 -10.9647  -0.03
C25 -1.0421 -10.0810 -4.5890  -1.62
Br40 -0.1422 -9.4601 -2.9938  0.55
Br41 -2.9636 -10.1080 -4.3635  0.55
Br42 -0.5164 -9.0646 -6.1489  0.56
H26 -0.7266 -11.1049 -4.7544  -0.03
C26 0.2150 5.1282 2.9664  -1.57
Br43 2.0601 5.0492 2.3929  0.58
Br44 -0.9351 4.0072 1.8819  0.54
Br45 0.0447 4.7242 4.8512  0.58
H27 -0.1194 6.1503 2.8276  -0.03
C27 -14.5775 3.4033 7.3973  -1.64
Br46 -16.0158 4.4337 8.1807  0.56
Br47 -14.3597 1.6925 8.2736  0.55
Br48 -14.7940 3.2088 5.4837  0.55
H28 -13.6620 3.9619 7.5587  -0.04
C28 -11.1377 3.6376 -6.7649  -1.59
Br49 -12.5955 4.6432 -5.9815  0.56
Br50 -10.9026 1.9203 -5.9045  0.56
Br51 -11.3348 3.4595 -8.6812  0.57
H29 -10.2305 4.2062 -6.5898  -0.05
C29 -14.2995 -0.0285 -4.4151  -1.61
Br52 -13.2246 0.5519 -2.9140  0.55
Br53 -14.6011 1.4056 -5.6779  0.54
Br54 -13.5500 -1.5928 -5.2721  0.56
H30 -15.2680 -0.3148 -4.0209  -0.03
C30 11.8788 -4.9201 2.9588  -1.58
Br55 13.6454 -5.5929 2.5265  0.55
Br56 11.3436 -5.4053 4.7530  0.55
Br57 11.7304 -3.0110 2.6640  0.76
H31 11.1822 -5.4000 2.2793  -0.02
C31 8.9416 -8.7230 6.2710  -1.63
Br58 9.9057 -9.2867 4.6905  0.54
Br59 10.0765 -8.7160 7.8391  0.55
Br60 8.0690 -7.0180 6.0100  0.56
H32 8.1624 -9.4562 6.4459  -0.03
C32 -1.7513 0.8767 5.2590  -1.62
Br61 -1.6797 -0.7095 4.1561  0.60
Br62 -3.5728 1.4502 5.5803  0.53
Br63 -0.7745 0.6474 6.9128  0.57
H33 -1.2603 1.6715 4.7051  -0.07

(3)
Here is a molecular structure, C15H12BaCl2N2O6S at a distorted geometry from the Open Molecules 2025 dataset. Energies are from ωB97M-V/def2-TZVPD.

relative energy (zero: lowest compared OMol25 entry of this formula, charge and spin): 40.94 kJ/mol
HOMO energy: -7.17 eV
E: -2483.88065 hartree
orbital gap: 6.895 eV
LUMO: -0.010 Eh
multiplicity: 1
maximum force: 1.52 eV/Å

Last column: Löwdin charge in e.
Element x y z (Å)
Ba1 0.7315 -0.9858 -1.5098  1.80
Cl1 2.0244 -0.6760 1.1936  0.58
C1 1.4918 0.9572 1.6404  -0.62
C2 1.2558 1.1094 2.9905  -0.13
C3 0.8931 2.3580 3.4741  -0.09
C4 0.7802 3.4116 2.5859  -0.13
C5 1.0118 3.2116 1.2369  -0.69
Cl2 0.8329 4.5950 0.2026  0.64
C6 1.3569 1.9676 0.6712  -0.77
S1 1.5723 1.8111 -1.0504  0.32
H1 1.3655 0.2619 3.6508  0.10
H2 0.7029 2.5030 4.5278  0.10
H3 0.5048 4.3992 2.9273  0.10
N1 7.1868 -0.5965 -1.1065  0.01
C7 6.1705 -1.5862 -1.4377  -0.15
C8 4.7741 -1.0556 -1.1039  -0.55
O1 4.7664 0.0453 -0.3913  0.10
O2 3.7590 -1.6235 -1.4499  -0.04
H4 8.0216 -1.0118 -0.7201  0.09
H5 5.7089 0.2878 -0.2564  0.11
H6 7.4535 -0.0404 -1.9075  0.09
H7 6.3053 -2.4800 -0.8269  0.13
H8 6.1644 -1.9127 -2.4795  0.13
O3 -1.3828 -0.6880 -0.2172  -0.22
C9 -2.0498 -1.2519 -1.1115  -0.70
O4 -1.5101 -1.8671 -2.0799  -0.28
C10 -3.5522 -1.1959 -1.0458  -0.11
C11 -4.3210 -1.9162 -1.9514  0.00
C12 -5.7054 -1.8840 -1.8834  -0.05
C13 -6.3365 -1.1262 -0.9105  0.00
C14 -5.5472 -0.4137 -0.0207  -0.13
C15 -4.1650 -0.4307 -0.0595  0.07
N2 -6.2171 0.3919 1.0179  -0.35
O5 -5.5153 0.9826 1.8117  0.09
O6 -7.4323 0.3503 1.0629  0.07
H9 -3.8151 -2.5002 -2.7077  0.12
H10 -6.2983 -2.4505 -2.5883  0.11
H11 -7.4111 -1.0780 -0.8297  0.12
H12 -3.5752 0.1275 0.6519  0.13

(4)
Here is a gas-phase ion, CH5N6 (charge +1) at a distorted geometry from the Open Molecules 2025 dataset. Energies are from ωB97M-V/def2-TZVPD.

relative energy (zero: lowest compared OMol25 entry of this formula, charge and spin): 253.28 kJ/mol
HOMO energy: -13.08 eV
E: -369.15677 hartree
orbital gap: 8.402 eV
LUMO: -0.172 Eh
multiplicity: 1
maximum force: 4.53 eV/Å
total charge: +1

Last column: Löwdin charge in e.
Element x y z (Å)
C1 -2.8496 0.7056 0.1125  0.24
N1 -2.0016 -0.0080 -0.1881  -0.03
N2 -1.1186 -0.8705 -0.1459  0.03
N3 0.1020 -0.4575 -0.2325  -0.21
N4 0.3508 0.7920 -0.1155  0.06
N5 1.0831 -1.4207 0.0808  0.15
N6 1.5812 1.1649 -0.0117  0.14
H1 -3.6898 1.4891 0.0163  0.16
H2 1.8028 -1.5079 -0.6292  0.12
H3 0.7883 -2.3377 0.4092  0.13
H4 2.2053 0.4370 0.3008  0.11
H5 1.7462 2.0136 0.4032  0.10